Model i:
This record from OMol25 describes the molecule C5H6BrN. The level of theory is ωB97M-V with the def2-TZVPD basis set.

Structure (XYZ):
```
13
C5H6BrN, DFT ωB97M-V with the def2-TZVPD basis set
C 0.500 1.984 -0.152
C -0.428 1.018 -0.657
C -0.050 -0.644 -0.456
C -1.138 0.146 0.306
C 1.159 -1.098 0.351
N 1.214 2.832 0.179
Br -2.957 -0.438 0.019
H -1.079 1.219 -1.539
H -0.447 -1.370 -1.177
H -1.006 0.209 1.423
H 0.960 -0.827 1.408
H 2.188 -0.791 -0.117
H 1.085 -2.239 0.412
```

Summary:
HOMO	-10.1	eV
2S+1	1
SMILES string	C[C@H]1[C@H](Br)[C@H]1C#N

Atom-resolved charges from Mulliken, all expressed in e:
1. C 0.04
2. C -0.13
3. C -0.12
4. C -0.22
5. C -1.14
6. N -0.43
7. Br -0.15
8. H 0.42
9. H 0.43
10. H 0.38
11. H 0.31
12. H 0.27
13. H 0.34

Model ii:
This record from OMol25 describes the molecule C5H6BrN. The level of theory is ωB97M-V with the def2-TZVPD basis set.

Structure (XYZ):
```
13
C5H6BrN, DFT ωB97M-V with the def2-TZVPD basis set
C 2.477 -0.827 0.395
C -0.604 0.116 -0.606
C -0.225 0.306 0.599
C 1.588 0.172 0.970
C -2.034 0.156 -1.019
N 2.515 0.331 -0.200
Br -1.098 0.685 2.206
H 2.454 -1.886 0.412
H 0.182 -0.228 -1.243
H 1.716 0.807 1.828
H -1.894 0.738 -1.983
H -2.493 -0.880 -1.231
H -2.581 0.509 -0.128
```

Summary:
HOMO	-9.3	eV
2S+1	1
SMILES string	C/C=C(\Br)[C@H]1C=N1

Atom-resolved charges from Mulliken, all expressed in e:
1. C 0.03
2. C 0.08
3. C 0.00
4. C -0.29
5. C -0.99
6. N -0.45
7. Br -0.17
8. H 0.29
9. H 0.34
10. H 0.37
11. H 0.27
12. H 0.22
13. H 0.30

Model iii:
This record from OMol25 describes the molecule C5H6BrN. The level of theory is ωB97M-V with the def2-TZVPD basis set.

Structure (XYZ):
```
13
C5H6BrN, DFT ωB97M-V with the def2-TZVPD basis set
C 2.871 -0.598 0.908
C -0.304 0.257 -0.101
C 0.156 -0.901 0.382
C 1.615 -0.968 1.521
C -1.512 0.569 -0.915
N 2.333 0.324 1.613
Br -0.668 -2.587 0.340
H 3.591 -0.843 0.171
H 0.330 1.234 0.141
H 1.533 -1.680 2.339
H -2.303 1.164 -0.452
H -1.345 1.137 -1.753
H -1.837 -0.389 -1.383
```

Summary:
HOMO	-9.1	eV
2S+1	1
SMILES string	C/C=C(\Br)[C@H]1C=N1

Atom-resolved charges from Mulliken, all expressed in e:
1. C -0.14
2. C 0.24
3. C -0.12
4. C 0.00
5. C -1.16
6. N -0.49
7. Br -0.16
8. H 0.29
9. H 0.22
10. H 0.40
11. H 0.28
12. H 0.36
13. H 0.29

What should be chosen as the least stable of them? Choose model ii.